1.
{
  "formula": "C20H39N2O2P3Re",
  "method": "ωB97M-V/def2-TZVPD",
  "species": ["N", "C", "C", "C", "O", "C", "H", "H", "H", "H", "H", "C", "H", "P", "H", "C", "C", "H", "C", "H", "H", "C", "H", "H", "H", "H", "H", "H", "C", "H", "H", "H", "C", "H", "H", "H", "O", "P", "P", "C", "H", "H", "H", "H", "N", "C", "H", "H", "H", "H", "H", "H", "Re", "H", "H", "H", "C", "C", "H", "C", "H", "C", "H", "C", "H", "C", "C"],
  "xyz": [[0.331, -1.282, 4.063], [-1.130, -3.610, -0.201], [1.029, 1.058, 0.354], [-3.500, -1.928, -0.876], [-2.190, 0.586, 1.208], [-2.549, 2.914, -1.324], [0.099, 4.874, -1.136], [3.037, -1.582, 2.269], [-2.709, 3.953, -1.641], [-0.538, -3.563, -1.118], [-2.772, 2.252, -2.165], [0.932, 0.888, -2.889], [2.315, -2.958, -0.390], [-0.849, 2.712, -0.705], [3.291, 0.205, 2.254], [-2.724, -2.306, 1.735], [-0.456, 1.076, -3.046], [-0.005, 3.540, 1.399], [3.913, 0.578, -0.636], [-0.866, 2.066, -3.232], [-1.893, -4.399, -0.270], [1.445, -0.401, -2.766], [4.037, -2.654, -0.006], [1.614, 1.732, -2.943], [-3.232, 2.679, -0.497], [-0.445, -3.789, 0.634], [-1.950, -2.401, 2.499], [4.551, -0.907, 1.568], [-0.442, -2.329, 4.762], [-3.372, -1.459, 1.979], [-1.518, -2.155, 4.593], [3.543, 0.964, -1.592], [3.476, -0.739, 1.728], [-3.331, -2.294, -1.892], [-2.399, 0.137, -2.835], [-3.311, -3.228, 1.641], [1.454, 1.687, 1.267], [-1.980, -2.049, 0.115], [2.745, -0.653, 0.066], [-1.325, -0.017, -2.840], [0.984, -2.448, -2.314], [-1.700, 2.965, 1.527], [-1.436, -2.154, -2.621], [-0.229, -2.270, 5.836], [0.532, -1.649, 1.613], [-1.504, 0.260, 0.293], [4.892, 0.089, -0.750], [3.994, 1.409, 0.082], [-1.335, 4.551, 0.730], [-4.258, -2.544, -0.374], [1.320, 3.611, -1.347], [1.170, 0.566, 4.591], [-0.063, 0.211, -1.130], [-0.192, -3.347, 4.397], [-3.842, -0.887, -0.911], [3.395, -2.250, -1.634], [0.430, -1.379, 2.754], [-0.790, -1.298, -2.682], [0.091, 3.893, -2.623], [1.326, -0.500, 4.825], [2.514, -0.545, -2.774], [-0.986, 3.524, 0.912], [1.182, -0.693, 5.898], [0.585, -1.471, -2.511], [2.360, -0.753, 4.519], [3.168, -2.299, -0.570], [0.273, 3.869, -1.546]],
  "max_force_ev_per_a": 5.8,
  "energy_ha": -2146.1259,
  "de_lowest_kj_mol": 9.6,
  "homo_energy_ev": [-19.25, -20.92],
  "lumo_ev": [-12.422, -16.329],
  "spin_multiplicity": 4,
  "total_charge": 4
}

=====

2.
{
  "formula": "C30H65BFN23O14S2",
  "method": "ωB97M-V/def2-TZVPD",
  "species": ["O", "N", "H", "N", "H", "H", "H", "O", "H", "H", "H", "O", "H", "H", "C", "C", "N", "H", "H", "H", "H", "H", "C", "N", "H", "N", "F", "H", "H", "H", "C", "N", "H", "N", "B", "H", "H", "H", "H", "H", "H", "C", "O", "H", "N", "N", "H", "H", "H", "C", "H", "C", "H", "N", "H", "N", "N", "C", "O", "N", "H", "O", "O", "N", "H", "H", "C", "C", "H", "H", "C", "H", "N", "C", "C", "N", "H", "O", "H", "O", "H", "C", "H", "N", "H", "H", "C", "C", "H", "H", "S", "C", "H", "N", "H", "H", "O", "N", "H", "O", "H", "H", "H", "H", "H", "C", "H", "H", "N", "H", "H", "C", "C", "H", "C", "C", "O", "N", "C", "H", "O", "C", "H", "C", "H", "C", "C", "H", "N", "S", "N", "H", "C", "C", "C", "O"],
  "xyz": [[5.508, -3.960, 6.448], [7.123, 2.769, -1.566], [7.735, 5.986, -7.867], [4.618, -10.918, 0.875], [3.634, -2.828, 5.306], [-5.590, -0.309, 3.384], [2.058, 3.357, 1.469], [-4.893, 2.890, -0.592], [6.528, 5.604, -6.674], [0.687, 3.194, 6.060], [0.566, 0.746, -1.397], [-1.425, 0.695, -3.318], [-7.340, -8.239, -2.305], [-4.712, 0.108, -0.071], [0.257, 4.239, 0.197], [1.362, 4.269, 4.067], [-7.305, -7.250, -2.485], [-0.626, -3.783, 6.842], [-5.993, 0.300, -1.440], [-4.518, -2.935, -0.857], [1.098, -0.264, -4.450], [-0.448, 6.570, 0.688], [1.385, 0.729, 4.125], [4.929, -9.949, 2.897], [-9.042, -8.412, -3.848], [0.900, -5.455, 1.859], [0.715, 0.838, 0.766], [2.708, 2.981, -0.980], [1.313, -4.749, 2.445], [-9.598, -6.984, -4.670], [-0.196, 0.932, 4.532], [-4.011, 6.293, -7.505], [-6.176, 1.723, 2.472], [3.381, -3.268, 6.181], [-4.331, 1.873, -1.550], [-5.275, 2.403, 0.217], [4.583, -11.831, 1.296], [2.217, 3.518, 3.795], [4.514, -10.835, -0.128], [2.027, 0.933, 5.082], [-7.868, -3.843, -1.322], [-3.832, 7.432, -6.811], [4.836, -8.681, 1.037], [-0.411, 4.696, 2.686], [-7.627, -3.441, -0.431], [-5.357, 2.126, 2.895], [7.321, 2.245, -0.730], [-0.331, 0.622, 5.660], [-5.668, -3.620, -1.967], [-0.028, 2.842, -0.670], [8.770, 3.858, -4.627], [1.493, 4.368, 1.304], [4.899, -10.845, 3.354], [-8.977, -7.420, -4.001], [3.780, -0.560, -6.683], [-0.607, -2.942, 3.426], [8.065, 4.346, -5.164], [0.232, 3.614, 5.060], [-8.044, -5.416, -3.565], [7.481, 5.546, -6.992], [5.065, -9.117, 3.456], [-4.101, 4.554, -3.748], [-3.793, 8.530, -7.343], [-5.465, -3.222, -1.065], [-2.743, 8.004, -0.219], [1.580, -0.783, -6.038], [-1.977, 5.609, -1.017], [-2.242, 4.220, -1.848], [-5.168, 3.111, 2.759], [3.482, -7.138, 1.084], [-8.105, -6.618, -3.363], [3.369, -5.727, 2.093], [3.983, -0.163, -5.781], [-4.480, 1.432, 3.643], [6.205, 2.405, -2.479], [-3.439, 2.246, -2.723], [-0.922, 0.251, 3.882], [9.609, 4.854, -6.725], [-3.730, 6.366, -5.027], [-6.116, -2.558, 0.987], [5.722, 0.714, -1.366], [0.513, -2.171, 4.102], [3.208, 1.344, -0.031], [-3.700, 7.262, -5.483], [2.230, 5.210, 0.922], [-4.258, -0.489, -1.898], [-6.385, -3.043, -0.100], [-1.319, 2.875, -1.680], [-0.099, -5.436, 1.698], [7.637, 3.622, -1.744], [1.769, -0.977, 3.391], [0.903, 1.499, -0.547], [3.022, -4.431, 8.359], [-4.781, 0.129, 3.791], [4.670, -4.956, 8.546], [7.123, 4.383, -4.814], [-3.492, 1.943, 4.147], [3.965, -4.468, 8.009], [-4.147, -0.430, 4.346], [3.332, 0.502, -3.729], [4.853, 0.954, -2.853], [4.930, 0.124, -5.573], [1.875, 5.156, 4.678], [2.428, -3.210, 6.498], [-3.564, 8.094, -4.924], [8.458, 4.911, -6.320], [-4.114, 6.377, -8.508], [-0.488, 4.512, 5.376], [2.920, -6.415, 1.513], [2.830, 1.281, -1.876], [-6.634, -6.683, -1.984], [3.063, 0.017, -4.817], [-3.390, 3.774, -2.930], [1.595, 1.502, 3.241], [2.514, 1.816, -0.864], [-4.818, 0.299, -1.237], [0.663, -2.426, 5.574], [5.552, 1.264, -2.191], [4.358, -3.902, 6.853], [-1.775, 2.538, 4.938], [1.074, -7.284, 0.556], [-0.731, 2.483, 4.366], [0.846, 6.100, 2.657], [-1.987, 1.752, -2.669], [-8.350, -3.324, 0.267], [4.797, -9.779, 1.569], [1.598, -6.439, 1.264], [-4.046, 5.380, -7.084], [-1.204, -3.690, 4.450], [-3.096, 7.093, -1.254], [1.821, -0.382, -5.148], [-0.970, 2.660, 3.234], [-0.689, 5.604, 0.034], [0.756, 4.933, 2.695], [-0.470, -3.392, 5.747], [5.981, 3.057, -3.487]],
  "max_force_ev_per_a": 9.4,
  "energy_ha": -4415.7768,
  "homo_energy_ev": -8.81,
  "smiles": "CB(O)N1C(=O)c2c(S)cc(CCCCCCCSc3nnco3)c([C@@H](C)F)c2C1=O.NC(N)=O.NC(N)=O.NC(N)=O.NC(N)=O.NC(N)=O.NC(N)=O.NC(N)=O.NC(N)=O.NC(N)=O.NC(N)=O",
  "lumo_ev": -1.590
}

=====

3.
{
  "formula": "CoF8N4O16S8",
  "method": "ωB97M-V/def2-TZVPD",
  "species": ["O", "O", "O", "N", "O", "F", "S", "N", "O", "F", "S", "O", "S", "F", "F", "N", "S", "O", "O", "O", "O", "O", "O", "O", "S", "N", "F", "F", "Co", "S", "F", "S", "F", "O", "S", "O", "O"],
  "xyz": [[1.908, -4.472, 0.569], [0.776, -0.796, 1.425], [-3.723, 0.911, 1.866], [-0.810, -1.186, -1.097], [-0.168, -2.907, 2.288], [0.911, -1.195, -2.538], [2.534, -3.212, 0.861], [1.255, 1.665, -0.746], [-1.977, 4.042, -0.013], [4.058, -3.595, 1.204], [-0.579, -1.840, -2.465], [-3.287, -1.888, -1.586], [2.067, 2.722, 0.254], [0.819, 1.617, -2.998], [-1.544, 0.581, 2.904], [2.351, -2.514, 2.402], [-2.141, -2.170, -0.757], [2.025, 3.547, -2.356], [2.677, -2.254, -0.195], [3.412, 2.317, 0.581], [-0.273, -3.249, -2.559], [-3.831, 2.485, -0.376], [-1.230, -1.233, -3.607], [3.142, 1.355, -2.394], [0.963, -2.016, 2.209], [-1.610, 1.434, 0.615], [-1.925, 2.207, -1.614], [-2.498, -1.411, 0.597], [-0.147, 0.427, -0.240], [-2.411, 1.525, 1.946], [0.913, -1.319, 3.700], [-2.442, 2.706, -0.189], [1.284, 2.213, 1.545], [1.738, 4.119, 0.254], [1.984, 2.152, -2.020], [-2.213, 2.715, 2.698], [-2.008, -3.483, -0.172]],
  "max_force_ev_per_a": 9.5,
  "energy_ha": -6790.0643,
  "de_lowest_kj_mol": 234.2,
  "homo_energy_ev": [-5.70, -5.71],
  "lumo_ev": [4.102, 3.289],
  "spin_multiplicity": 4,
  "total_charge": -2
}

=====

4.
{
  "formula": "C12H36O10PS6Tl",
  "method": "ωB97M-V/def2-TZVPD",
  "species": ["O", "H", "C", "H", "H", "S", "H", "H", "H", "C", "O", "H", "H", "C", "H", "H", "H", "H", "H", "S", "H", "C", "S", "S", "H", "C", "O", "O", "H", "O", "O", "C", "H", "C", "H", "H", "O", "O", "H", "P", "S", "H", "H", "S", "H", "O", "C", "H", "Tl", "O", "H", "C", "H", "H", "H", "H", "H", "H", "C", "H", "C", "H", "H", "H", "C", "H"],
  "xyz": [[-1.295, -1.552, -1.561], [1.965, 1.240, -4.638], [3.516, 3.022, -1.558], [1.645, -4.375, -1.710], [-2.348, 1.288, -3.493], [2.123, 2.074, -2.308], [2.865, 0.205, 5.168], [4.338, 2.353, -1.302], [0.735, 1.411, 6.315], [-1.552, 0.594, -3.224], [2.085, -4.729, 2.956], [-0.622, 4.766, 0.992], [-2.904, 4.156, 0.162], [-3.165, -2.770, 3.094], [-3.664, -0.814, -4.079], [3.286, 3.366, -0.549], [-3.137, 2.664, 0.837], [-1.135, 0.230, -4.163], [-0.741, 1.182, -2.793], [0.757, 0.439, 4.066], [-3.434, 2.772, -0.886], [-0.102, 3.810, 0.928], [-2.461, -0.627, -2.032], [2.757, -2.466, -2.994], [3.741, 3.892, -2.175], [2.159, -2.001, -4.660], [-1.822, -0.891, 1.630], [2.344, -2.171, 2.476], [-2.507, -3.611, 2.876], [1.880, -3.684, 0.625], [2.321, -1.359, -2.077], [1.378, -3.717, -2.537], [1.300, -1.331, -4.615], [2.693, 1.341, -3.833], [-0.574, 2.166, 5.322], [1.057, 2.656, 5.068], [1.732, 0.995, -1.279], [0.123, -3.252, 2.108], [-2.875, -2.413, -3.629], [1.682, -3.547, 2.131], [-0.943, 2.762, -0.362], [1.871, -2.929, -5.154], [0.603, -3.119, -2.057], [-2.303, -1.086, 3.066], [-3.608, 0.753, 3.814], [-0.701, 1.268, -0.015], [-3.391, -1.515, -3.290], [2.987, -1.605, -5.247], [0.821, -1.026, 0.488], [0.431, 0.965, 2.667], [-4.010, -2.794, 2.406], [2.568, 0.655, 4.221], [-4.341, -1.879, -2.899], [0.945, 3.701, 0.646], [-4.776, -0.635, 3.776], [3.031, 0.030, 3.457], [3.557, 1.898, -4.195], [-3.491, -2.712, 4.132], [0.450, 1.791, 5.334], [3.032, 1.638, 4.140], [-3.907, -0.168, 3.313], [-0.337, 3.285, 1.854], [1.092, -4.407, -3.330], [3.186, 0.376, -3.712], [-2.768, 3.104, -0.089], [-4.142, 0.340, 2.377]],
  "max_force_ev_per_a": 4.5,
  "energy_ha": -4133.8168,
  "de_lowest_kj_mol": 290.8,
  "homo_energy_ev": -7.73,
  "lumo_ev": -3.036
}